54
Properties=species:S:1:pos:R:3:forces:R:3:mulliken_charge:R:1 method="wB97M-V/def2-TZVPD" de_lowest_kj_mol=378.7 energy_ha=-10807.6706 gap_ev="3.319 / 3.295" e_homo_ev="-1.652 / -1.643" lumo_energy_ev="1.667 / 1.651" total_charge=-2
Ti -0.70474 0.66168 -0.87688 1.0 -2.9 0.0 0.13
Cl -4.41103 -3.75207 2.80236 0.0 0.0 0.0 -0.26
C -3.81783 -2.32397 2.01838 0.0 0.0 0.0 0.32
C -4.51111 -1.12865 2.13627 0.0 0.0 0.0 0.40
Cl -5.97743 -1.05206 3.05491 -0.1 0.0 0.1 -0.26
C -4.03227 0.02443 1.50083 0.2 -0.2 -0.1 0.09
Cl -4.86534 1.52948 1.60150 -0.1 0.1 0.0 -0.24
C -2.86328 -0.03868 0.76327 0.0 0.1 0.1 -0.31
O -2.31277 0.98367 0.12697 0.0 0.1 0.0 -0.60
C -2.15529 -1.25692 0.62718 0.0 -0.1 0.0 0.56
O -1.07791 -1.20831 -0.10454 0.0 0.2 0.1 -0.39
C -2.64395 -2.39420 1.26333 0.0 0.1 0.0 0.23
Cl -1.74920 -3.86343 1.10266 0.0 0.0 0.0 -0.24
Se 0.97230 -0.33740 -2.53435 -0.9 0.5 0.6 -0.89
P 1.03164 0.25206 1.18289 -0.5 -0.1 -0.3 0.62
Se 0.02017 0.56902 3.07685 0.1 0.0 -0.2 -0.61
C 1.86967 -1.38917 1.28105 0.1 -0.1 0.1 0.29
C 1.86997 -2.29660 0.23158 -0.3 -0.1 -0.2 0.53
C 2.53075 -3.51397 0.33683 0.1 0.0 0.1 -0.77
C 3.19942 -3.84115 1.50529 0.0 0.0 0.0 -0.37
C 3.19022 -2.94862 2.57124 0.1 -0.1 0.1 -0.60
C 2.52340 -1.74170 2.46282 0.0 0.2 -0.1 -0.48
C 2.49080 1.35469 1.06126 0.1 0.0 0.0 0.59
C 3.39581 1.16361 0.01893 0.1 -0.1 -0.1 -0.44
C 4.47035 2.02066 -0.14748 0.0 0.1 0.0 -0.72
C 4.64692 3.08975 0.72322 0.0 0.0 0.0 -0.37
C 3.74322 3.28966 1.75599 0.0 0.1 0.0 -0.59
C 2.67007 2.42688 1.92507 -0.1 0.0 0.0 -0.29
H 1.31347 -2.07511 -0.67089 0.1 0.1 0.0 -0.28
H 2.50393 -4.20902 -0.49369 0.0 0.0 0.0 0.41
H 3.70985 -4.79335 1.59344 0.0 0.0 0.0 0.34
H 3.69482 -3.20317 3.49625 0.0 0.0 0.0 0.35
H 2.47648 -1.05297 3.29863 0.0 0.0 0.0 0.31
H 3.24771 0.34848 -0.68026 -0.1 0.0 0.0 0.26
H 5.16156 1.86587 -0.96723 0.0 0.0 0.0 0.38
H 5.47956 3.77018 0.58697 0.0 0.0 0.0 0.34
H 3.86698 4.13027 2.42878 0.0 0.0 0.0 0.35
H 1.94743 2.57202 2.71956 0.0 0.0 0.0 0.29
Cl -0.04180 4.42524 -3.86944 0.3 -0.3 0.5 -0.08
C 0.33399 4.03749 -2.25627 -0.5 2.4 -0.1 0.51
Cl 1.64801 4.82001 -1.52417 -0.4 -0.4 -0.3 -0.05
Cl -1.71839 5.20213 -1.02528 0.9 -0.3 -0.6 -0.46
C -0.20242 2.86528 -1.67071 -1.2 -3.3 0.9 0.75
O -1.03462 2.09392 -2.27561 0.5 1.9 -0.4 -0.44
O 0.23568 2.38984 -0.56052 0.3 1.6 -0.4 -0.32
I -6.20727 -0.88153 -4.01993 -0.1 0.0 0.0 0.04
C -4.23429 -0.79686 -3.45320 0.1 0.0 0.1 -0.88
C -3.16939 -1.42099 -4.06628 0.1 0.0 0.0 -0.10
N -2.08315 -1.09460 -3.35312 -0.3 0.0 0.1 -0.35
N -2.38121 -0.31085 -2.32228 0.3 0.4 -0.1 0.82
C -3.68428 -0.10442 -2.36049 -0.1 -0.1 0.0 -0.50
H -3.11715 -2.05542 -4.93345 0.0 0.0 0.0 0.45
H -1.09499 -1.32388 -3.46828 0.3 0.1 0.0 -0.06
H -4.15306 0.52277 -1.62001 0.0 0.0 0.0 0.60